Entry 1:
{"formula": "C3H6INS", "method": "ωB97M-V/def2-TZVPD", "symbols": ["C", "C", "C", "N", "S", "I", "H", "H", "H", "H", "H", "H"], "xyz": [[0.461289, -1.317345, 0.073183], [-0.745121, 0.823364, -0.018563], [0.530051, 0.040140, -0.498696], [-1.729316, -0.081618, -0.539889], [1.962539, 1.046032, 0.339846], [-3.697752, 0.231541, -0.157692], [0.916587, -2.187678, -0.326777], [0.418559, -1.506870, 1.110026], [-0.684423, 0.887602, 1.069991], [-0.830194, 1.896849, -0.332080], [0.523061, 0.008456, -1.502348], [2.874719, 0.159528, 0.782997]], "forces_ev_per_a": [[0.40, 0.21, -0.02], [0.65, -0.11, -0.07], [0.09, 0.53, 5.01], [-0.79, 0.05, -0.33], [-0.43, 0.13, -0.73], [0.45, 0.21, 0.16], [0.28, -0.38, -1.33], [-0.61, 0.63, 1.32], [-0.28, -0.25, 0.19], [0.00, -0.89, -0.27], [0.70, 0.23, -3.57], [-0.45, -0.36, -0.38]], "e_homo_ev": [-9.13, -8.32], "total_energy_ev": -23629.464, "e_lumo_ev": [-0.47, -1.07], "total_charge": 0, "gap_ev": [8.659, 7.254], "relative_energy_ev": 3.085}

Entry 2:
{"formula": "C40H29CsF5NO4P2S", "method": "ωB97M-V/def2-TZVPD", "symbols": ["Cs", "O", "C", "O", "C", "C", "C", "C", "C", "N", "C", "O", "O", "H", "H", "H", "C", "C", "P", "C", "C", "C", "C", "C", "C", "C", "C", "C", "C", "C", "C", "C", "P", "C", "C", "C", "C", "C", "C", "C", "C", "C", "C", "C", "C", "H", "H", "H", "H", "H", "H", "H", "H", "H", "H", "H", "H", "H", "H", "H", "H", "H", "H", "H", "H", "H", "H", "H", "H", "H", "H", "F", "C", "C", "F", "C", "F", "C", "S", "C", "F", "C", "F"], "xyz": [[-1.053356, 2.286658, -0.375853], [-4.409212, 3.957326, 2.927241], [-3.394300, 3.689517, 2.251135], [-3.331895, 3.456053, 1.022285], [-2.076677, 3.627803, 3.055481], [-2.074111, 4.092169, 4.368891], [-0.896591, 4.042056, 5.094395], [0.243918, 3.529887, 4.495772], [0.165876, 3.105092, 3.176234], [-0.971452, 3.156532, 2.476984], [1.429120, 2.569519, 2.476750], [2.379281, 2.259541, 3.216598], [1.376958, 2.500598, 1.220644], [-2.997474, 4.471365, 4.781498], [-0.865519, 4.397639, 6.119226], [1.191461, 3.448251, 5.008783], [1.542915, -1.259016, 1.562146], [0.075997, -0.893997, 1.833384], [-1.193014, -2.142781, 1.366054], [-1.463161, -3.017385, 2.964965], [-0.487306, -3.107644, 3.953168], [-0.715230, -3.842494, 5.110917], [-1.924116, -4.494533, 5.299212], [-2.905847, -4.413622, 4.318124], [-2.672166, -3.688780, 3.161097], [-2.648081, -1.038975, 1.326972], [-3.151091, -0.353556, 2.435706], [-4.193486, 0.547979, 2.286400], [-4.760713, 0.768343, 1.036122], [-4.287450, 0.078011, -0.067348], [-3.225035, -0.809113, 0.078128], [2.086963, -0.581627, 0.295301], [1.103955, -0.941533, -1.247416], [2.128984, 0.017534, -2.442541], [2.668178, 1.251972, -2.075645], [3.411926, 1.996585, -2.982837], [3.625888, 1.523903, -4.269196], [3.061715, 0.314207, -4.654734], [2.313551, -0.424187, -3.751963], [1.703447, -2.656101, -1.594044], [0.781939, -3.692415, -1.685302], [1.199947, -4.999545, -1.907696], [2.550350, -5.282884, -2.043602], [3.482436, -4.254263, -1.954955], [3.060252, -2.953521, -1.730368], [1.671555, -2.346901, 1.511649], [2.151800, -0.902105, 2.395836], [-0.213699, -0.033786, 1.231483], [-0.059464, -0.586086, 2.873359], [0.458391, -2.594256, 3.826566], [0.052543, -3.896092, 5.873344], [-2.104374, -5.057398, 6.206927], [-3.856752, -4.913649, 4.458228], [-3.440650, -3.619334, 2.399028], [-2.700908, -0.503538, 3.411031], [-4.530698, 1.130632, 3.134784], [-5.528853, 1.522314, 0.932691], [-4.689957, 0.259967, -1.056061], [-2.798064, -1.299843, -0.790601], [3.135253, -0.846268, 0.135877], [2.036614, 0.496664, 0.479563], [2.525109, 1.641860, -1.072626], [3.825410, 2.951562, -2.681800], [4.204500, 2.107177, -4.975466], [3.182614, -0.044478, -5.669716], [1.859298, -1.354614, -4.070048], [-0.272061, -3.468848, -1.570723], [0.469146, -5.796291, -1.975309], [2.878521, -6.300407, -2.219687], [4.538551, -4.471001, -2.064908], [3.788392, -2.152627, -1.676075], [2.303032, 4.766751, -6.480052], [1.477613, 3.830139, -5.967921], [0.765095, 4.063367, -4.808115], [0.880936, 5.253548, -4.190500], [-0.049825, 3.078852, -4.290073], [-0.749211, 3.396808, -3.176919], [-0.227295, 1.805985, -4.862412], [-1.228090, 0.603524, -4.172178], [0.516588, 1.632044, -6.046837], [0.456550, 0.460456, -6.704145], [1.335599, 2.600237, -6.583282], [2.049016, 2.345068, -7.701021]], "forces_ev_per_a": [[-0.20, -0.10, -0.30], [0.02, -0.04, 0.01], [-0.23, -0.05, -0.08], [0.22, 0.06, 0.07], [0.02, 0.13, 0.11], [0.04, -0.04, 0.06], [0.04, -0.02, -0.02], [-0.06, 0.02, 0.05], [-0.01, -0.02, -0.05], [-0.02, 0.07, 0.14], [0.13, -0.09, -0.16], [-0.06, -0.01, 0.07], [-0.03, -0.09, -0.04], [-0.03, -0.01, -0.03], [-0.01, 0.00, 0.00], [0.01, -0.01, -0.02], [0.01, 0.01, -0.19], [0.06, 0.09, 0.17], [0.08, -0.12, 0.15], [-0.05, 0.06, -0.14], [0.02, 0.00, 0.01], [-0.02, -0.02, 0.01], [0.01, 0.00, 0.01], [0.01, 0.01, -0.02], [0.02, -0.01, 0.03], [-0.18, -0.03, -0.15], [0.01, 0.02, -0.08], [0.08, -0.04, 0.11], [-0.01, 0.00, 0.02], [0.17, 0.02, -0.01], [0.07, -0.04, 0.03], [-0.18, -0.18, 0.06], [0.23, 0.13, 0.12], [-0.02, 0.05, 0.13], [0.00, -0.01, 0.11], [0.02, -0.01, -0.11], [-0.05, 0.03, 0.04], [0.00, 0.01, 0.04], [-0.03, -0.10, 0.00], [0.07, 0.14, 0.05], [-0.07, 0.02, 0.00], [0.05, -0.04, -0.01], [-0.04, 0.03, 0.01], [-0.01, -0.01, 0.00], [-0.01, -0.05, -0.03], [-0.01, 0.00, -0.05], [0.00, -0.02, 0.02], [0.19, 0.15, 0.05], [-0.09, 0.02, -0.02], [0.00, -0.01, 0.01], [0.01, 0.01, -0.01], [0.00, 0.00, 0.00], [0.00, 0.00, 0.00], [-0.02, -0.02, 0.02], [-0.02, 0.00, 0.01], [-0.03, 0.01, -0.02], [0.01, 0.00, -0.01], [-0.05, 0.04, 0.03], [-0.10, -0.03, -0.03], [0.02, 0.02, 0.00], [-0.01, -0.03, -0.03], [-0.01, 0.04, -0.06], [-0.02, 0.00, 0.03], [-0.01, 0.00, -0.02], [0.00, -0.01, -0.01], [-0.01, 0.00, -0.02], [0.01, 0.00, 0.00], [-0.01, 0.01, 0.00], [0.00, 0.00, 0.00], [0.00, 0.02, 0.00], [0.01, 0.00, -0.01], [0.01, 0.02, 0.00], [-0.02, -0.07, -0.02], [0.04, 0.03, 0.04], [-0.02, -0.02, -0.01], [-0.25, -0.07, 0.05], [0.19, 0.09, -0.13], [0.33, 0.33, -0.18], [-0.18, -0.22, 0.12], [-0.18, -0.09, 0.18], [0.02, -0.02, -0.03], [0.10, 0.08, -0.06], [-0.01, -0.02, -0.01]], "e_homo_ev": -2.24, "total_energy_ev": -95183.752, "e_lumo_ev": 3.79, "total_charge": -2, "gap_ev": 6.032, "relative_energy_ev": 0.225}

Entry 3:
{"formula": "C6H6Cl2", "method": "ωB97M-V/def2-TZVPD", "symbols": ["C", "C", "C", "C", "C", "C", "H", "H", "H", "H", "H", "H", "Cl", "Cl"], "xyz": [[-1.560896, -1.545818, -0.256202], [-0.436764, -0.793612, -0.307581], [-0.642089, 0.765717, 0.043279], [0.810490, 1.474797, -0.017632], [1.601677, 0.292573, -0.031595], [0.975533, -0.932476, -0.083616], [-1.320165, -2.511018, -0.012090], [-1.772505, 1.397316, -0.345436], [-0.706076, 0.905595, 1.214091], [0.941936, 2.278557, 0.746720], [0.915464, 1.922064, -0.921589], [2.731645, 0.497274, -0.134895], [-3.318790, -1.239379, 0.048659], [1.780539, -2.511588, 0.057886]], "forces_ev_per_a": [[1.04, 0.92, 0.44], [-4.03, 4.13, 2.08], [-1.94, 2.40, 1.74], [-4.01, -0.39, 0.87], [3.64, -2.54, 0.10], [1.76, 0.55, -0.37], [-0.22, -2.80, -0.08], [3.95, -2.13, 0.75], [-0.76, -1.19, -2.04], [0.12, -1.06, -0.26], [0.50, 1.75, -2.93], [-1.68, -1.15, 0.65], [2.17, 0.35, -0.63], [-0.52, 1.15, -0.33]], "e_homo_ev": -8.64, "total_energy_ev": -31360.462, "e_lumo_ev": 0.14, "total_charge": 0, "gap_ev": 8.777, "relative_energy_ev": 3.165}

Entry 4:
{"formula": "C3H5NS", "method": "ωB97M-V/def2-TZVPD", "symbols": ["C", "C", "C", "N", "S", "H", "H", "H", "H", "H"], "xyz": [[-0.899087, -0.772951, 0.311541], [-3.092438, -0.822513, -0.322584], [0.768494, 0.971659, -0.029610], [-0.423898, 0.162430, -0.217263], [-3.880863, 0.516072, 0.087675], [-0.693828, -1.632183, 1.052951], [-3.572060, -1.697031, -0.900488], [1.538577, 0.498986, 0.673991], [1.283659, 1.100143, -0.996076], [0.208842, 1.822872, 0.229871]], "forces_ev_per_a": [[-2.47, -2.83, 0.92], [-0.49, -1.46, -0.60], [1.01, -1.98, -0.56], [1.25, 0.40, -0.67], [0.47, 0.18, 0.21], [-0.41, 1.49, -1.14], [1.67, 1.10, 1.06], [-1.33, 0.98, -0.50], [-0.47, 0.14, 0.34], [0.77, 1.97, 0.93]], "e_homo_ev": [-5.89, -9.27], "total_energy_ev": -15510.805, "e_lumo_ev": [0.40, -1.43], "total_charge": 0, "multiplicity": 3, "gap_ev": [6.288, 7.835], "relative_energy_ev": 2.910}